Below is a molecular structure, C30H26NO3P2ReS, with properties calculated with wB97M-V/def2-TZVPD.

As for the HOMO-LUMO gap (spin up / spin down): 6.9 / 6.9 eV. Its lowest unoccupied orbital energy (spin up / spin down) is -6.46 / -6.46 eV. As for the total energy: -2597.97139 a.u. Its molar mass is 728.8 g mol⁻¹. As for the total charge: +2. The energy above the lowest of the compared OMol25 structures with the same formula, charge and spin comes out at 14.4 kJ/mol. The highest occupied orbital energy (spin up / spin down) is -13.381 / -13.389 eV.

Cartesian coordinates (Å):
Re: -0.31567 -1.35988 0.91406
S: -0.50484 -3.58407 0.32359
P: 1.84651 -1.48961 2.68575
P: 2.64801 -1.77936 -0.16863
O: -1.50533 -1.17930 -0.55827
O: 1.23326 -1.26279 -0.45611
O: 1.19222 -0.33514 1.91954
N: -1.46613 -2.09064 -1.58861
C: 2.72900 -2.55719 1.49717
C: -1.02436 -3.32547 -1.29887
C: -2.04709 -2.62826 -3.78493
C: 3.01135 -2.65885 -2.70246
C: 3.80390 -0.42095 -0.17344
C: -0.79653 -1.49504 3.24868
C: 3.96055 -4.76996 -3.33814
C: 4.26095 1.93330 -0.12750
C: 6.07973 0.34979 -0.14722
C: 4.48122 -1.30509 5.72507
C: 3.70509 -4.23772 -1.00818
C: -2.19859 -3.45836 3.49754
C: 3.34443 0.89375 -0.15026
C: 5.17243 -0.69406 -0.18090
C: 0.19030 -3.74338 3.36487
C: 2.94143 -0.88698 3.93647
C: 4.67928 0.06592 5.85199
C: 0.33761 -2.36354 3.18000
C: -1.59657 -3.93590 -3.54395
C: 3.40981 -3.54297 -3.68909
C: 3.13328 0.48718 4.06220
C: 3.15374 -3.00765 -1.35842
C: -1.98026 -1.71115 -2.77878
C: 3.61340 -1.78887 4.76390
C: 5.62232 1.66189 -0.12063
C: 4.01109 0.95826 5.02509
C: -2.06941 -2.09014 3.36722
C: -1.06863 -4.27881 3.53916
C: -1.09172 -4.28528 -2.31649
C: 4.10838 -5.11610 -2.00238
H: 3.45811 -2.85833 4.66811
H: 6.33378 2.47633 -0.10533
H: -0.67742 -0.43139 3.41449
H: 3.77698 -2.67325 1.78099
H: -1.18348 -5.34372 3.68866
H: 3.91237 2.95693 -0.12149
H: 1.05568 -4.39465 3.36303
H: 5.00325 -1.99156 6.37683
H: -1.65102 -4.67472 -4.33158
H: 4.54164 -6.06955 -1.73324
H: 3.30333 -3.27266 -4.73066
H: 2.24857 -3.53654 1.43811
H: -2.29922 -0.68111 -2.83674
H: 5.53056 -1.71688 -0.23205
H: -2.94410 -1.45517 3.42387
H: 2.60505 1.17274 3.41243
H: 7.14105 0.14347 -0.15559
H: 2.28231 1.09653 -0.15615
H: 2.59504 -1.69510 -2.97317
H: 4.28124 -5.45536 -4.11084
H: 5.36030 0.43921 6.60466
H: 4.17017 2.02204 5.13271
H: -3.18184 -3.89504 3.60653
H: -2.44340 -2.33894 -4.74623
H: -0.74667 -5.28756 -2.10798
H: 3.82996 -4.52474 0.02825

Force components x, y, z for each atom (eV/Å):
Re -0.053 -0.275 0.687
S 0.058 -0.185 -0.173
P 0.273 -0.429 0.149
P 0.297 -0.019 0.061
O -0.152 0.122 -0.173
O -0.254 0.022 -0.021
O -0.174 0.513 -0.284
N 0.074 -0.042 0.097
C -0.063 0.085 0.019
C 0.002 -0.022 -0.127
C 0.010 -0.029 -0.003
C -0.032 0.065 -0.046
C -0.065 -0.123 -0.018
C 0.071 -0.067 -0.211
C -0.010 0.014 0.023
C 0.009 0.027 0.002
C 0.014 -0.001 0.002
C 0.014 -0.026 0.017
C -0.017 -0.010 0.022
C 0.001 -0.007 -0.001
C -0.028 -0.010 0.015
C 0.029 -0.046 -0.013
C -0.030 -0.030 0.083
C -0.105 -0.169 -0.046
C -0.022 0.005 -0.025
C 0.149 0.298 -0.238
C -0.014 0.013 -0.023
C 0.000 -0.010 0.004
C -0.051 0.035 -0.042
C -0.020 0.056 0.115
C 0.008 0.034 0.017
C 0.004 0.000 0.017
C -0.020 -0.016 0.001
C 0.023 0.000 0.029
C -0.028 0.177 -0.064
C 0.018 -0.026 0.007
C 0.012 0.036 0.063
C 0.009 -0.029 -0.023
H 0.009 -0.009 0.003
H 0.000 0.012 0.001
H 0.000 0.006 0.108
H 0.004 0.015 0.006
H 0.002 -0.005 0.005
H 0.000 0.009 -0.001
H 0.010 -0.003 -0.004
H 0.004 -0.004 0.004
H 0.001 -0.004 -0.008
H 0.003 -0.005 -0.002
H 0.002 0.002 -0.006
H 0.007 0.013 0.015
H -0.004 -0.007 -0.010
H 0.006 0.003 -0.001
H 0.001 0.003 -0.010
H 0.006 0.012 0.001
H 0.003 0.000 -0.001
H 0.000 0.003 -0.001
H 0.005 -0.002 -0.018
H 0.005 -0.012 0.001
H 0.003 0.004 0.005
H 0.003 0.009 0.001
H -0.007 -0.005 -0.005
H -0.008 0.019 0.003
H 0.008 -0.004 0.011
H 0.001 0.015 0.007

Listed below, in e, are the Löwdin charges computed for each atom:
1. Re 1.253
2. S 0.809
3. P 0.782
4. P 0.814
5. O -0.271
6. O -0.470
7. O -0.455
8. N -0.145
9. C -0.279
10. C -0.576
11. C -0.007
12. C -0.064
13. C -0.292
14. C -0.215
15. C -0.042
16. C -0.049
17. C -0.050
18. C -0.048
19. C -0.072
20. C -0.033
21. C -0.067
22. C -0.067
23. C -0.105
24. C -0.295
25. C -0.033
26. C -0.343
27. C -0.010
28. C -0.050
29. C -0.053
30. C -0.296
31. C 0.021
32. C -0.072
33. C -0.042
34. C -0.042
35. C -0.044
36. C -0.052
37. C -0.039
38. C -0.051
39. H 0.114
40. H 0.119
41. H 0.120
42. H 0.090
43. H 0.130
44. H 0.117
45. H 0.123
46. H 0.120
47. H 0.130
48. H 0.118
49. H 0.118
50. H 0.051
51. H 0.154
52. H 0.115
53. H 0.129
54. H 0.113
55. H 0.118
56. H 0.105
57. H 0.119
58. H 0.120
59. H 0.122
60. H 0.120
61. H 0.130
62. H 0.128
63. H 0.125
64. H 0.103